1.
The following is a DFT calculation (ωB97M-V/def2-TZVPD) of C39H51AlN2O9Se as an isolated structure.

Its strongest force on any atom is 0.11 eV Å⁻¹. As for the energy above the lowest of the compared OMol25 structures with the same formula, charge and spin: 0.0000 eV. Its HOMO energy is -2.66 eV. As for the total charge: -2. The calculation puts the gap between HOMO and LUMO at 6.552 eV.

Structure (XYZ):
```
103
Properties=species:S:1:pos:R:3:forces:R:3
Al 0.056 -0.288 0.032 0.0 0.0 0.0
C -5.168 2.501 -5.286 0.0 0.0 0.0
C -3.875 3.132 -4.751 0.0 0.0 0.0
C -4.202 4.501 -4.138 0.0 0.0 0.0
C -2.932 3.358 -5.933 0.0 0.0 0.0
C -3.254 2.227 -3.688 0.0 0.0 0.0
C -1.983 1.695 -3.788 0.0 0.0 0.0
C -1.453 0.894 -2.781 0.0 0.0 0.0
Se 0.366 0.299 -2.966 0.0 0.0 0.0
C 1.162 1.937 -2.376 0.0 0.0 0.0
C 1.873 2.742 -3.247 0.0 0.0 0.0
C 2.372 3.973 -2.838 0.0 0.0 0.0
C 2.101 4.359 -1.526 0.0 0.0 0.0
C 1.391 3.580 -0.618 -0.1 0.0 0.0
C 0.906 2.314 -1.040 0.0 0.0 0.0
O 0.193 1.555 -0.257 0.0 0.0 0.0
C 1.051 4.089 0.785 0.0 0.0 0.0
C 1.710 5.439 1.084 0.0 0.0 0.0
C 1.514 3.100 1.864 0.0 0.0 0.0
C -0.473 4.270 0.884 0.0 0.0 0.0
C 3.152 4.842 -3.824 0.0 0.0 0.0
C 2.278 5.156 -5.047 0.0 0.0 0.0
C 3.591 6.171 -3.206 0.0 0.0 0.0
C 4.411 4.096 -4.288 0.0 0.0 0.0
C -2.175 0.579 -1.611 0.0 0.0 0.0
O -1.690 -0.176 -0.672 0.0 0.0 0.0
C -3.493 1.130 -1.500 0.0 0.0 0.0
C -3.976 1.919 -2.527 0.0 0.0 0.0
C -4.315 0.880 -0.232 0.0 0.0 0.0
C -5.691 1.553 -0.293 0.0 0.0 0.0
C -3.579 1.458 0.987 0.0 0.0 0.0
C -4.551 -0.625 -0.039 0.0 0.0 0.0
H -5.632 3.148 -6.039 0.0 0.0 0.0
H -5.891 2.341 -4.484 0.0 0.0 0.0
H -4.958 1.532 -5.743 0.0 0.0 0.0
H -4.652 5.162 -4.886 0.0 0.0 0.0
H -3.293 4.973 -3.758 0.0 0.0 0.0
H -4.899 4.406 -3.305 0.0 0.0 0.0
H -3.414 4.007 -6.670 0.0 0.0 0.0
H -2.678 2.416 -6.425 0.0 0.0 0.0
H -2.004 3.836 -5.616 0.0 0.0 0.0
H -1.355 1.902 -4.646 0.0 0.0 0.0
H 2.016 2.393 -4.264 0.0 0.0 0.0
H 2.461 5.321 -1.191 0.0 0.0 0.0
H 2.798 5.387 0.986 0.0 0.0 0.0
H 1.478 5.726 2.112 0.0 0.0 0.0
H 1.339 6.231 0.428 0.0 0.0 0.0
H 2.573 2.854 1.751 0.0 0.0 0.0
H 0.947 2.178 1.802 0.0 0.0 0.0
H 1.365 3.538 2.856 0.0 0.0 0.0
H -0.817 5.015 0.161 0.0 0.0 0.0
H -0.753 4.605 1.888 0.0 0.0 0.0
H -0.978 3.327 0.681 0.0 0.0 0.0
H 1.378 5.695 -4.742 0.0 0.0 0.0
H 1.962 4.243 -5.552 0.0 0.0 0.0
H 2.827 5.772 -5.767 0.0 0.0 0.0
H 2.733 6.763 -2.882 0.0 0.0 0.0
H 4.144 6.755 -3.948 0.0 0.0 0.0
H 4.243 6.016 -2.344 0.0 0.0 0.0
H 4.152 3.149 -4.763 0.0 0.0 0.0
H 5.057 3.874 -3.437 0.0 0.0 0.0
H 4.975 4.698 -5.009 0.0 0.0 0.0
H -4.970 2.337 -2.426 0.0 0.0 0.0
H -5.611 2.639 -0.379 0.0 0.0 0.0
H -6.230 1.330 0.631 0.0 0.0 0.0
H -6.290 1.181 -1.129 0.0 0.0 0.0
H -3.456 2.539 0.874 0.0 0.0 0.0
H -2.598 1.005 1.108 0.0 0.0 0.0
H -4.158 1.270 1.896 0.0 0.0 0.0
H -5.140 -1.024 -0.870 0.0 0.0 0.0
H -5.099 -0.800 0.891 0.0 0.0 0.0
H -3.607 -1.160 0.011 0.0 0.0 0.0
O 3.569 -0.225 2.109 0.0 0.0 0.0
C 2.366 -0.234 1.860 0.0 0.0 0.0
O 1.850 -0.186 0.696 0.0 0.0 0.0
C 1.403 -0.296 3.044 0.0 0.0 0.0
C 1.958 -0.299 4.301 0.0 0.0 0.0
C 1.163 -0.307 5.447 0.0 0.0 0.0
C -0.217 -0.317 5.349 0.0 0.0 0.0
C -0.778 -0.350 4.098 0.0 0.0 0.0
C -0.021 -0.315 2.885 0.0 0.0 0.0
O -0.627 -0.257 1.767 0.0 0.0 0.0
N -2.240 -0.415 4.045 0.0 0.0 0.0
O -2.861 0.266 4.853 0.0 0.0 0.0
O -2.760 -1.160 3.245 0.0 0.0 0.0
N 1.772 -0.305 6.757 0.0 0.0 0.0
O 1.041 -0.319 7.741 0.0 0.0 0.0
O 2.991 -0.290 6.836 0.0 0.0 0.0
H 3.036 -0.281 4.371 0.0 0.0 0.0
H -0.840 -0.309 6.230 0.0 0.0 0.0
C -0.377 -4.351 -1.633 0.0 0.0 0.0
C -0.810 -3.054 -0.945 0.0 0.0 0.0
C -1.753 -3.373 0.213 0.0 0.0 0.0
C 0.370 -2.221 -0.449 0.0 0.0 0.0
H -1.235 -4.939 -1.981 0.0 0.0 0.0
H 0.199 -4.972 -0.938 0.0 0.0 0.0
H 0.263 -4.139 -2.494 0.0 0.0 0.0
H -1.374 -2.462 -1.678 0.0 0.0 0.0
H -1.252 -4.039 0.925 0.0 0.0 0.0
H -2.669 -3.871 -0.126 0.0 0.0 0.0
H -2.031 -2.469 0.755 0.0 0.0 0.0
H 1.177 -2.237 -1.194 0.0 0.0 0.0
H 0.800 -2.717 0.438 0.0 0.0 0.0
```
Forces are in eV/Å.



2.
The following is a DFT calculation (ωB97M-V/def2-TZVPD) of C23H15Br2HfN6O as an isolated structure in a non-equilibrium geometry.

Its strongest force on any atom is 1.86 eV Å⁻¹. Its HOMO energy is -16.47 eV. As for the total charge: +3. The calculation puts the gap between HOMO and LUMO at 5.604 eV.

Structure (XYZ):
```
48
Properties=species:S:1:pos:R:3:forces:R:3
Hf 0.931 -0.513 -0.783 0.6 1.3 -1.1
N -0.718 3.699 -0.986 0.0 0.0 -0.1
C -0.012 2.675 -1.391 0.1 0.1 -0.1
N 0.442 1.715 -0.589 -0.3 0.1 0.4
C 0.202 1.853 0.804 0.6 -0.2 0.1
N 0.758 1.039 1.659 -0.4 0.4 0.6
N 1.566 0.093 1.093 0.6 0.1 0.0
C 2.727 -0.223 1.557 -0.3 0.1 0.1
C 3.567 -1.047 0.698 0.4 -0.1 -0.1
C 4.768 -1.569 1.137 -0.2 0.1 0.1
C 5.558 -2.295 0.246 -0.1 0.0 -0.2
C 5.108 -2.466 -1.050 0.2 0.0 0.2
C 3.892 -1.907 -1.426 -0.1 0.0 -0.1
N 3.133 -1.195 -0.590 0.1 0.1 0.2
C -0.594 2.953 1.290 -0.2 0.2 -0.2
C -0.860 3.147 2.650 0.0 -0.1 0.0
C -1.599 4.241 3.051 0.0 0.0 0.0
C -2.090 5.146 2.107 0.0 0.0 0.0
C -1.826 4.980 0.759 0.0 0.1 -0.2
C -1.070 3.891 0.357 0.1 -0.2 0.6
H -0.992 4.412 -1.653 0.0 0.0 -0.1
H 0.224 2.623 -2.448 -0.1 0.0 0.0
H 3.082 0.173 2.506 0.0 0.0 0.0
H 5.078 -1.417 2.163 0.0 0.0 0.0
H 6.504 -2.710 0.567 0.0 0.0 0.0
H 5.694 -3.019 -1.771 0.0 0.0 0.0
H 3.529 -2.034 -2.439 0.0 0.0 0.0
H -0.480 2.436 3.369 0.0 0.0 0.0
H -1.793 4.406 4.101 0.0 0.0 0.0
H -2.677 5.994 2.433 0.0 0.0 0.0
H -2.201 5.694 0.035 0.0 0.0 0.0
Br 0.680 -5.424 -0.939 -0.2 0.0 0.0
C -0.787 -4.266 -0.970 0.5 0.5 0.1
C -2.097 -4.756 -1.078 -0.3 -0.1 0.0
C -3.168 -3.901 -1.091 0.0 -0.2 0.0
Br -4.904 -4.604 -1.178 0.2 0.1 0.0
C -2.962 -2.490 -1.045 0.2 0.0 0.0
C -3.983 -1.535 -1.095 0.0 0.2 0.0
C -3.664 -0.189 -1.078 -0.1 -0.1 0.0
C -2.339 0.199 -1.021 0.0 0.1 0.0
N -1.314 -0.664 -0.964 0.1 -0.6 0.2
C -1.630 -2.014 -0.961 -0.2 -0.1 0.0
C -0.555 -2.909 -0.876 -0.7 -1.1 -0.1
O 0.686 -2.368 -0.714 -0.7 -0.8 -0.1
H -2.255 -5.824 -1.143 0.0 0.0 0.0
H -5.018 -1.849 -1.148 0.0 0.0 0.0
H -4.437 0.564 -1.120 0.0 0.0 0.0
H -2.103 1.254 -1.032 0.1 0.0 0.0
```
Forces are in eV/Å.